Density functional theory data (the ωB97M-V functional and the def2-TZVPD basis) for a 7-piece molecular cluster, C32H83N5O10 overall in a non-equilibrium geometry.

```
130
Properties=species:S:1:pos:R:3:forces:R:3:lowdin_charge:R:1
C 23.52956 -29.65569 -7.73608 0.030 -0.105 -0.110 -0.112
O 22.45920 -28.77596 -7.94400 -0.696 -0.093 -0.023 -0.187
C 22.82392 -27.41743 -7.73733 0.168 -0.503 0.265 -0.201
C 21.63772 -26.53088 -8.08307 0.367 -0.044 -0.767 -0.396
C 21.34637 -26.59717 -9.58870 -0.220 0.625 -0.233 -0.038
N 21.88152 -25.13744 -7.68030 0.545 -0.154 0.104 0.080
H 23.82700 -29.63119 -6.68207 0.453 0.114 -0.066 0.091
H 24.33995 -29.42636 -8.43631 0.289 0.188 0.349 0.082
H 23.25754 -30.68728 -7.95986 -0.509 0.134 -0.026 0.069
H 23.09290 -27.25921 -6.68407 0.079 -0.014 0.110 0.116
H 23.72412 -27.26490 -8.34343 -0.051 0.645 -0.098 0.128
H 20.80668 -26.91222 -7.48700 -0.128 0.134 -0.248 0.099
H 22.23995 -26.37182 -10.17891 0.294 -0.463 0.207 0.079
H 20.71596 -25.74534 -9.86789 -0.400 -0.321 0.258 0.040
H 20.87610 -27.51942 -9.92682 0.131 -0.064 0.043 0.081
H 21.15303 -24.59177 -8.13270 -0.116 0.032 0.255 0.027
H 22.73396 -24.82081 -8.15331 -0.307 -0.337 0.115 0.038
C 21.37720 -21.42438 -7.74214 -1.257 1.656 -0.467 -0.091
O 22.34640 -21.37615 -8.77622 -0.668 -1.484 0.519 -0.160
C 21.99910 -22.20121 -9.87838 0.981 -0.271 -1.151 -0.210
C 23.30633 -22.70511 -10.46359 0.475 -0.477 -0.601 -0.415
C 23.06038 -23.38122 -11.81734 0.574 1.252 -0.474 -0.051
N 23.97295 -23.68679 -9.57894 -0.590 0.482 1.091 0.033
H 21.77569 -21.01817 -6.81570 0.339 -0.409 0.016 0.090
H 20.81253 -22.34610 -7.60864 0.805 -0.472 0.038 0.052
H 20.57853 -20.71928 -8.02891 -0.042 0.071 0.118 0.090
H 21.39628 -23.11092 -9.75549 -0.198 0.255 1.147 0.109
H 21.46080 -21.66334 -10.66650 0.056 0.420 0.103 0.118
H 23.99588 -21.85167 -10.49882 -0.324 0.149 -0.696 0.138
H 22.91041 -22.60537 -12.57724 -0.262 -0.194 0.083 0.063
H 22.18916 -24.03557 -11.82567 0.041 -0.102 0.206 0.068
H 23.94784 -23.92011 -12.14747 -0.048 -0.274 0.219 0.075
H 24.96903 -23.49797 -9.60421 0.072 -0.222 -0.163 0.074
H 23.71240 -23.35634 -8.64305 0.349 -0.165 -0.036 0.062
C 27.28202 -25.98088 -6.63146 -0.071 0.914 -0.512 -0.115
O 27.30689 -27.26308 -7.19777 0.778 -0.341 0.501 -0.174
C 27.38510 -28.31132 -6.25710 -1.617 -1.084 -0.315 -0.218
C 27.17644 -29.67110 -6.95930 0.253 -0.404 0.600 -0.199
N 28.36514 -30.35913 -7.46420 -0.398 0.074 -0.544 -0.070
C 29.32636 -30.82126 -6.49138 0.562 -0.021 0.476 -0.223
C 30.48773 -31.59257 -7.10557 -0.351 0.674 -0.769 -0.256
O 31.36877 -32.01249 -6.08970 -0.117 -0.121 -0.615 -0.184
C 32.62019 -32.38155 -6.64571 0.096 0.398 0.678 -0.113
H 26.92453 -25.34065 -7.44177 -0.138 0.125 0.228 0.086
H 28.25042 -25.55884 -6.33495 0.227 -0.505 0.009 0.088
H 26.62142 -25.87372 -5.76537 -0.166 -0.312 -0.086 0.065
H 26.51381 -28.26016 -5.59172 -0.051 0.456 0.170 0.112
H 28.24371 -28.36864 -5.58339 0.458 0.489 -0.367 0.117
H 26.47877 -29.65000 -7.79432 -0.028 0.692 -0.006 0.098
H 26.64783 -30.27626 -6.21655 0.361 -0.399 0.006 0.113
H 28.79709 -29.65554 -8.05714 0.302 -0.358 -0.185 0.114
H 28.90722 -31.52534 -5.76749 -0.504 0.429 0.092 0.129
H 29.75829 -29.94662 -5.98619 0.147 -0.363 0.531 0.114
H 30.95422 -30.90427 -7.82774 0.479 -0.049 0.143 0.120
H 30.15871 -32.43722 -7.71952 -0.247 -0.152 0.195 0.126
H 33.18064 -32.83121 -5.82712 0.146 0.021 -0.129 0.087
H 33.11842 -31.46620 -6.98233 0.222 -0.159 -0.118 0.087
H 32.56955 -33.09173 -7.47552 -0.315 -0.018 0.005 0.087
C 21.22629 -20.10337 -13.56389 -0.245 -0.089 -1.146 -0.097
O 20.91531 -21.46108 -13.32510 0.123 0.389 0.614 -0.216
C 19.80147 -21.90491 -14.04758 -0.989 0.422 -0.334 -0.254
C 19.35359 -23.22332 -13.50163 0.342 -0.807 0.333 -0.224
N 18.79899 -23.15368 -12.16128 -0.213 0.604 -0.766 -0.062
C 18.48413 -24.44115 -11.55519 -0.461 1.761 0.657 -0.191
C 17.93506 -24.21500 -10.15944 0.259 -0.357 0.220 -0.223
O 18.96071 -24.07282 -9.18017 -0.490 0.682 -0.545 -0.221
C 18.37748 -23.70497 -7.94064 0.616 -1.477 0.459 -0.108
H 21.53173 -20.04722 -14.61947 0.133 0.429 0.140 0.092
H 22.02946 -19.73239 -12.93266 0.049 -0.415 0.175 0.087
H 20.35399 -19.45109 -13.44108 -0.042 -0.103 0.135 0.088
H 19.94890 -21.98057 -15.13628 0.655 -0.154 0.122 0.127
H 18.95741 -21.19522 -13.99673 0.155 0.107 0.440 0.127
H 20.22462 -23.89671 -13.46940 0.027 -0.079 -0.462 0.116
H 18.62386 -23.62846 -14.21153 -0.046 -0.152 0.187 0.123
H 19.29909 -22.46119 -11.62254 0.202 -0.472 0.440 0.102
H 19.32158 -25.14261 -11.49511 -0.124 -0.258 -0.371 0.111
H 17.60204 -24.76841 -12.10750 0.387 -0.799 -0.277 0.124
H 17.31191 -25.08088 -9.90384 -0.063 0.054 0.203 0.125
H 17.32513 -23.30734 -10.13815 -0.189 -0.059 -0.191 0.123
H 17.75049 -22.81067 -7.93549 0.291 0.207 -0.308 0.094
H 19.22757 -23.67218 -7.25984 -0.264 0.459 0.272 0.068
H 17.78270 -24.55780 -7.58978 -0.217 0.171 0.065 0.085
C 17.45698 -38.26568 -13.41759 0.560 -0.048 0.296 -0.109
O 17.18686 -36.95768 -12.93676 0.494 -0.539 -0.103 -0.178
C 17.69913 -36.75097 -11.64622 -0.286 2.107 1.198 -0.240
C 19.22565 -36.48780 -11.63122 0.175 -2.542 -1.138 -0.229
N 19.89020 -36.27373 -10.36518 -0.679 1.281 0.758 -0.052
C 19.53072 -34.94931 -9.79886 0.316 -0.308 0.017 -0.203
C 20.37997 -34.59726 -8.61964 0.437 0.234 1.732 -0.256
O 21.64868 -34.08116 -8.97069 0.420 -0.972 -0.566 -0.186
C 22.34760 -33.55582 -7.86732 -1.171 0.562 0.342 -0.120
H 17.35244 -38.24104 -14.49744 -0.392 -0.215 0.004 0.090
H 16.85304 -39.01952 -12.90502 -0.503 0.090 -0.316 0.088
H 18.47992 -38.60220 -13.21147 0.118 0.336 -0.091 0.073
H 17.33362 -37.48797 -10.92398 0.553 -0.529 -0.143 0.127
H 17.21329 -35.83824 -11.28109 -0.126 0.075 -0.240 0.112
H 19.50717 -35.82600 -12.45790 -0.321 0.596 0.236 0.126
H 19.58180 -37.46508 -11.98488 0.496 0.147 0.026 0.099
H 20.89336 -36.20029 -10.49319 0.009 -0.455 -0.308 0.109
H 18.51976 -34.97016 -9.39091 -0.217 0.021 -0.493 0.119
H 19.67202 -34.18351 -10.56898 -0.438 0.263 0.077 0.128
H 20.44741 -35.45966 -7.93526 0.426 -0.335 -0.422 0.129
H 19.93412 -33.87627 -7.91533 -0.519 0.362 -0.624 0.118
H 21.71598 -32.72375 -7.51868 0.518 0.315 0.192 0.083
H 23.33086 -33.21385 -8.17256 -0.020 -0.036 -0.124 0.084
H 22.41953 -34.21846 -6.99693 0.153 -0.418 -0.308 0.090
C 22.74054 -26.31245 -2.56231 0.046 -0.538 0.316 -0.057
C 23.13627 -24.96575 -3.12191 -0.405 1.054 0.007 -0.496
C 24.55838 -24.75379 -3.65165 -0.347 -0.375 1.365 -0.050
O 22.18840 -24.50870 -4.09658 0.543 -0.586 -0.169 -0.065
H 22.70946 -27.15364 -3.26281 0.551 0.221 -0.296 0.077
H 21.71918 -26.32610 -2.17535 0.103 0.518 0.149 0.060
H 23.41510 -26.54903 -1.73462 -0.055 -0.240 -0.060 0.080
H 23.06246 -24.21893 -2.32088 -0.259 -0.280 0.148 0.133
H 24.76250 -25.38427 -4.51590 0.145 0.408 -0.251 0.060
H 25.27510 -24.97664 -2.85332 0.006 -0.415 -0.130 0.080
H 24.65334 -23.67306 -3.73806 0.130 -0.081 -0.980 0.083
H 22.44974 -24.97628 -4.90668 -0.559 0.350 -0.238 0.058
C 19.27469 -27.26360 -3.50144 0.591 -0.258 0.200 -0.056
C 19.60086 -27.19878 -4.96913 0.241 0.565 -1.386 -0.483
C 19.27051 -28.46689 -5.71850 -0.050 -1.016 -0.556 -0.062
O 18.89035 -26.12231 -5.63848 -0.250 -0.294 0.618 -0.064
H 19.90642 -28.05104 -3.08139 -0.522 -0.337 0.117 0.085
H 18.20391 -27.46769 -3.43106 0.097 -0.321 0.312 0.090
H 19.50878 -26.41006 -2.86133 -0.022 0.422 -0.588 0.073
H 20.63684 -27.01369 -5.28545 0.242 0.133 1.101 0.115
H 19.63296 -28.33796 -6.74127 -0.524 0.030 -0.101 0.063
H 18.21611 -28.75461 -5.70930 -0.081 0.413 -0.076 0.084
H 19.79650 -29.38097 -5.42057 0.251 0.353 0.581 0.085
H 18.45195 -25.64030 -4.93047 -0.028 0.240 -0.218 0.078
```
Forces are in eV/Å.

Output
Energy above the lowest of the compared OMol25 structures with the same formula, charge and spin in kcal per mole: 9.0
HOMO energy in eV: -8.5640
SMILES string: COC[C@H](C)N.COC[C@H](C)N.COCCNCCOC.COCCNCCOC.COCCNCCOC.CC(C)O.CC(C)O
Total charge: 0